C70H196N14O28 | ωB97M-V/def2-TZVPD

The LUMO energy comes out at 0.349 eV. The orbital gap is 8.73 eV.

Geometry as ORCA input:
```
! RIJCOSX wB97M-V def2-TZVPD def2/J DEFGRID3
* xyz 0 1
C 7.08 5.47 -3.42
C 5.70 5.09 -2.99
C 4.59 5.53 -4.02
O 3.34 5.52 -3.35
C 2.30 5.97 -4.12
N 5.62 3.61 -2.84
H 7.20 6.55 -3.49
H 7.43 4.92 -4.30
H 7.81 5.22 -2.65
H 5.45 5.56 -2.04
H 4.45 4.86 -4.87
H 4.79 6.47 -4.53
H 2.50 6.96 -4.53
H 1.36 5.98 -3.57
H 2.10 5.24 -4.90
H 5.50 3.13 -3.72
H 4.75 3.44 -2.36
C 7.61 3.05 -7.54
C 6.83 2.81 -6.26
C 5.36 2.34 -6.47
O 4.79 1.92 -5.26
C 3.49 1.50 -5.37
N 7.49 1.90 -5.35
H 8.63 3.40 -7.34
H 6.94 3.73 -8.06
H 7.57 2.14 -8.14
H 6.72 3.71 -5.65
H 5.57 1.49 -7.13
H 4.70 3.02 -7.01
H 2.86 2.27 -5.81
H 3.12 1.35 -4.36
H 3.39 0.68 -6.08
H 6.82 1.90 -4.59
H 7.45 0.99 -5.77
C 4.87 -1.37 5.61
C 3.53 -1.38 4.83
C 3.73 -1.41 3.31
O 2.52 -1.28 2.61
C 2.66 -1.08 1.20
N 2.85 -2.58 5.25
H 5.33 -0.38 5.69
H 5.57 -2.07 5.15
H 4.71 -1.73 6.62
H 2.97 -0.49 5.11
H 4.36 -2.24 3.00
H 4.35 -0.53 3.11
H 2.94 -0.04 1.04
H 1.77 -1.21 0.57
H 3.44 -1.71 0.78
H 3.47 -3.31 4.92
H 1.94 -2.75 4.85
C 3.46 -2.72 -1.95
C 2.17 -3.33 -2.61
C 2.53 -4.79 -3.06
O 3.50 -4.89 -4.14
C 3.63 -6.29 -4.61
N 1.06 -3.44 -1.58
H 3.38 -1.64 -1.82
H 4.30 -2.94 -2.61
H 3.60 -3.17 -0.97
H 1.81 -2.64 -3.38
H 1.61 -5.22 -3.45
H 2.74 -5.41 -2.19
H 4.09 -6.97 -3.90
H 4.37 -6.23 -5.41
H 2.70 -6.65 -5.05
H 0.76 -2.53 -1.26
H 0.19 -3.80 -1.94
C -2.40 -1.17 0.42
C -1.41 -0.35 1.18
C -0.49 0.57 0.27
O -0.10 -0.13 -0.92
C 0.54 0.76 -1.84
N -2.21 0.48 2.07
H -3.11 -0.48 -0.02
H -2.92 -1.89 1.05
H -1.96 -1.76 -0.39
H -0.80 -1.07 1.72
H 0.39 0.92 0.82
H -1.06 1.46 0.01
H 1.48 1.17 -1.45
H -0.16 1.55 -2.10
H 0.76 0.29 -2.80
H -2.55 1.22 1.48
H -1.54 1.03 2.59
C -1.87 -6.30 1.04
C -1.48 -6.37 -0.41
C -1.91 -5.15 -1.30
O -1.42 -5.20 -2.56
C -1.81 -4.15 -3.32
N -0.06 -6.46 -0.43
H -1.50 -5.43 1.57
H -1.68 -7.14 1.70
H -2.95 -6.15 1.10
H -1.83 -7.32 -0.81
H -1.64 -4.22 -0.79
H -3.00 -5.19 -1.25
H -1.70 -3.15 -2.90
H -2.85 -4.18 -3.62
H -1.09 -4.31 -4.13
H 0.35 -5.53 -0.38
H 0.10 -6.80 -1.37
C 0.79 4.49 -0.80
C 2.01 4.89 0.00
C 3.03 3.76 0.17
O 2.54 2.61 0.79
C 2.53 2.72 2.24
N 2.54 6.03 -0.67
H 1.01 4.05 -1.77
H 0.17 5.37 -1.00
H 0.07 3.88 -0.26
H 1.72 5.06 1.04
H 3.92 4.10 0.71
H 3.38 3.52 -0.84
H 3.55 2.70 2.62
H 2.14 1.85 2.78
H 2.05 3.63 2.59
H 2.78 5.78 -1.62
H 3.45 6.15 -0.23
C -0.11 -4.98 6.43
C -0.40 -3.83 5.42
C -0.10 -3.92 3.90
O 1.17 -4.53 3.64
C 1.49 -4.42 2.24
N -1.79 -3.50 5.61
H -0.49 -5.96 6.15
H -0.46 -4.71 7.42
H 0.96 -5.15 6.38
H 0.18 -2.94 5.68
H -0.25 -2.96 3.40
H -0.84 -4.63 3.52
H 2.45 -4.75 1.86
H 1.45 -3.34 2.05
H 0.69 -4.88 1.66
H -2.32 -4.06 4.96
H -1.97 -2.65 5.08
C -0.02 -1.19 -5.07
C -1.31 -0.64 -5.81
C -1.53 0.80 -5.52
O -0.47 1.64 -5.94
C -0.36 2.82 -5.19
N -1.14 -0.68 -7.25
H 0.90 -0.61 -5.19
H 0.20 -2.21 -5.39
H -0.19 -1.18 -4.00
H -2.26 -1.16 -5.71
H -1.63 0.84 -4.44
H -2.45 1.14 -6.00
H 0.62 3.25 -5.41
H -0.40 2.65 -4.11
H -1.04 3.58 -5.55
H -0.69 -1.57 -7.40
H -0.56 0.09 -7.57
C -1.72 4.67 1.70
C -2.22 5.14 3.07
C -1.15 5.59 4.13
O -0.18 4.60 4.33
C 0.76 4.94 5.36
N -3.21 6.16 2.82
H -2.48 4.28 1.03
H -0.98 3.89 1.85
H -1.22 5.40 1.05
H -2.79 4.33 3.50
H -1.75 5.78 5.02
H -0.68 6.55 3.92
H 1.36 5.82 5.11
H 1.43 4.09 5.52
H 0.24 5.10 6.30
H -2.91 7.01 3.25
H -4.03 5.84 3.32
C 6.76 3.82 1.15
C 7.40 2.59 0.42
C 6.41 1.42 0.20
O 7.14 0.33 -0.35
C 6.67 -0.11 -1.62
N 7.74 3.22 -0.86
H 7.49 4.59 1.41
H 6.34 3.45 2.08
H 5.94 4.28 0.60
H 8.28 2.25 0.96
H 5.55 1.67 -0.42
H 6.05 1.27 1.22
H 6.60 0.62 -2.43
H 5.64 -0.34 -1.37
H 7.10 -1.08 -1.85
H 7.96 2.41 -1.43
H 6.92 3.64 -1.28
C -2.74 5.40 8.87
C -3.69 4.25 8.79
C -4.34 4.21 7.34
O -5.46 3.30 7.34
C -5.63 2.74 6.06
N -3.08 2.96 9.10
H -3.20 6.36 8.65
H -2.00 5.18 8.10
H -2.23 5.50 9.83
H -4.49 4.35 9.52
H -3.58 4.11 6.57
H -4.85 5.17 7.25
H -6.54 2.14 6.04
H -4.78 2.23 5.61
H -5.69 3.62 5.42
H -3.74 2.22 8.92
H -3.06 2.86 10.10
C 4.87 -4.36 -8.09
C 3.56 -3.79 -7.63
C 3.66 -2.20 -7.54
O 4.81 -1.74 -6.83
C 4.70 -1.80 -5.38
N 2.47 -4.22 -8.46
H 5.30 -3.96 -9.02
H 4.79 -5.42 -8.34
H 5.57 -4.34 -7.26
H 3.41 -4.09 -6.60
H 2.71 -1.90 -7.10
H 3.78 -1.93 -8.59
H 4.85 -2.77 -4.91
H 3.69 -1.53 -5.07
H 5.37 -1.08 -4.92
H 2.60 -3.92 -9.41
H 2.66 -5.20 -8.61
C -4.57 0.81 -3.50
C -5.16 0.07 -2.25
C -5.64 0.93 -1.06
O -4.62 1.87 -0.63
C -5.06 2.51 0.48
N -6.23 -0.75 -2.78
H -3.60 1.26 -3.27
H -5.32 1.56 -3.78
H -4.42 0.15 -4.36
H -4.38 -0.58 -1.84
H -5.94 0.32 -0.21
H -6.57 1.38 -1.41
H -5.78 3.30 0.29
H -4.15 2.88 0.94
H -5.47 1.76 1.16
H -6.87 -0.18 -3.31
H -6.80 -1.16 -2.05
C -4.36 -7.55 3.41
C -3.59 -6.49 4.21
O -4.07 -5.26 3.84
O -5.65 -7.91 4.03
H -3.74 -8.43 3.25
H -4.58 -7.24 2.39
H -2.52 -6.58 4.03
H -3.86 -6.66 5.25
H -5.01 -5.33 3.98
H -5.48 -8.21 4.93
C -3.44 -1.31 7.61
C -2.28 -1.28 8.56
O -1.15 -1.81 7.87
O -3.85 -2.66 7.32
H -3.13 -0.87 6.66
H -4.31 -0.75 7.96
H -2.48 -1.94 9.41
H -1.93 -0.28 8.81
H -1.46 -2.60 7.42
H -3.12 -3.03 6.81
C -0.25 0.95 4.93
C -1.00 1.22 6.25
O -0.92 2.51 6.75
O -0.59 1.85 3.87
H -0.39 -0.08 4.63
H 0.81 1.06 5.20
H -0.61 0.67 7.10
H -2.07 1.02 6.18
H -1.64 2.69 7.36
H -0.56 2.77 4.12
C -3.53 5.66 -2.04
C -3.20 4.43 -2.88
O -2.59 3.33 -2.23
O -4.63 5.38 -1.18
H -4.04 6.48 -2.55
H -2.65 5.97 -1.48
H -2.51 4.79 -3.64
H -4.12 4.12 -3.38
H -3.25 2.89 -1.69
H -4.66 6.11 -0.56
C -5.85 -3.62 -4.65
C -4.98 -2.91 -5.68
O -5.40 -3.19 -7.00
O -5.35 -3.34 -3.34
H -5.86 -4.70 -4.81
H -6.89 -3.29 -4.60
H -3.94 -3.23 -5.63
H -5.03 -1.85 -5.46
H -4.66 -3.21 -7.61
H -5.54 -2.43 -3.10
C -4.99 -0.48 3.66
C -4.12 -1.72 3.92
O -2.69 -1.47 4.04
O -6.40 -0.84 3.85
H -4.94 -0.08 2.65
H -4.69 0.44 4.16
H -4.17 -2.45 3.11
H -4.42 -2.20 4.85
H -2.41 -0.91 3.31
H -6.55 -1.04 4.78
C -5.76 -4.01 0.83
C -6.44 -2.64 0.98
O -7.18 -2.31 -0.17
O -4.72 -3.88 -0.13
H -6.42 -4.83 0.54
H -5.38 -4.31 1.81
H -5.71 -1.83 1.05
H -7.11 -2.60 1.84
H -7.80 -3.01 -0.35
H -5.11 -3.42 -0.87
*
```


C70H50Br2FN2O10PS | ωB97M-V/def2-TZVPD

The LUMO energy comes out at -2.097 eV. The orbital gap is 6.79 eV.

Geometry as ORCA input:
```
! RIJCOSX wB97M-V def2-TZVPD def2/J DEFGRID3
* xyz 0 1
C 13.81 3.99 0.79
O 12.84 5.10 0.85
C 11.62 4.50 1.39
C 10.63 5.62 2.01
C 9.95 6.57 0.86
C 8.72 5.80 0.15
C 7.26 6.36 0.58
C 6.45 5.10 1.24
C 4.93 5.59 1.46
C 3.88 4.40 1.67
C 2.42 4.39 1.00
P 2.03 5.87 -0.12
O 0.36 6.25 -0.12
Br 2.44 5.05 -2.24
C 1.40 3.22 1.23
Br -0.39 3.13 0.39
C 1.78 2.00 2.19
N 0.86 0.91 2.47
S 1.85 -0.04 3.54
N 3.37 0.79 3.67
C 3.21 1.98 2.86
C 4.23 3.16 2.57
F 5.51 3.02 3.22
H 14.35 3.97 1.81
H 13.19 3.02 0.63
H 14.53 4.15 -0.09
H 11.04 3.91 0.57
H 11.87 3.77 2.25
H 9.83 5.03 2.60
H 11.25 6.27 2.72
H 10.78 6.83 0.09
H 9.65 7.55 1.37
H 8.82 4.69 0.46
H 8.83 5.81 -0.99
H 7.43 7.19 1.35
H 6.69 6.83 -0.30
H 6.93 4.97 2.29
H 6.57 4.15 0.62
H 4.93 6.23 2.42
H 4.68 6.30 0.60
H 0.00 5.82 -0.95
C 3.70 -1.88 4.11
C 3.76 -1.62 5.48
C 4.08 -2.64 6.37
C 4.33 -3.93 5.90
C 4.25 -4.20 4.53
C 3.94 -3.17 3.64
C 4.47 -5.57 4.02
O 4.40 -5.80 2.83
C 4.76 -6.65 4.99
C 4.91 -7.96 4.53
C 5.20 -8.99 5.42
C 5.34 -8.71 6.78
C 5.19 -7.40 7.24
C 4.89 -6.38 6.35
C 4.69 -5.00 6.85
O 4.81 -4.75 8.04
H 3.46 -1.08 3.40
H 3.55 -0.62 5.85
H 4.13 -2.43 7.43
H 3.89 -3.37 2.57
H 4.80 -8.19 3.47
H 5.31 -10.01 5.07
H 5.58 -9.50 7.48
H 5.30 -7.19 8.30
C -7.22 -2.15 -0.19
C -7.83 -2.15 1.06
C -7.05 -2.18 2.21
C -5.66 -2.22 2.12
C -5.05 -2.24 0.86
C -5.83 -2.20 -0.29
C -3.58 -2.34 0.75
O -3.04 -2.35 -0.35
C -2.77 -2.41 1.98
C -1.38 -2.56 1.89
C -0.61 -2.62 3.04
C -1.21 -2.52 4.29
C -2.59 -2.38 4.39
C -3.37 -2.34 3.23
C -4.84 -2.23 3.35
O -5.38 -2.15 4.44
H -7.83 -2.13 -1.09
H -8.91 -2.13 1.13
H -7.54 -2.17 3.18
H -5.36 -2.21 -1.27
H -0.90 -2.63 0.92
H 0.47 -2.73 2.97
H -0.61 -2.56 5.19
H -3.06 -2.32 5.37
C -13.06 -6.11 -0.49
C -11.78 -5.61 -0.23
C -11.45 -4.32 -0.62
C -12.39 -3.52 -1.28
C -13.66 -4.04 -1.56
C -13.99 -5.33 -1.15
C -14.65 -3.23 -2.31
O -15.75 -3.67 -2.55
C -14.26 -1.87 -2.76
C -15.17 -1.12 -3.52
C -14.82 0.16 -3.94
C -13.58 0.70 -3.60
C -12.68 -0.05 -2.85
C -13.01 -1.34 -2.44
C -12.03 -2.14 -1.68
O -10.95 -1.68 -1.39
H -13.32 -7.12 -0.17
H -11.05 -6.22 0.28
H -10.46 -3.93 -0.41
H -14.98 -5.73 -1.36
H -16.14 -1.53 -3.78
H -15.52 0.75 -4.53
H -13.31 1.70 -3.92
H -11.71 0.37 -2.60
C 4.63 3.91 -6.51
C 3.79 4.49 -5.56
C 2.43 4.17 -5.54
C 1.91 3.30 -6.49
C 2.74 2.74 -7.46
C 4.10 3.04 -7.46
C 2.19 1.85 -8.50
O 2.91 1.36 -9.35
C 0.73 1.56 -8.50
C 0.19 0.77 -9.51
C -1.17 0.48 -9.51
C -1.99 0.98 -8.51
C -1.45 1.78 -7.50
C -0.09 2.08 -7.50
C 0.47 2.96 -6.45
O -0.25 3.40 -5.57
H 5.68 4.15 -6.52
H 4.19 5.18 -4.82
H 1.79 4.62 -4.79
H 4.76 2.60 -8.21
H 0.82 0.37 -10.30
H -1.60 -0.13 -10.30
H -3.06 0.76 -8.50
H -2.10 2.17 -6.72
*
```


| no. | molar mass (g mol⁻¹) | HOMO (eV) |
| --- | --- | --- |
| 1 | 1682.408 | -8.381 |
| 2 | 1321.021 | -8.886 |